A structure of composition C26H24AsCl3GeIrN4OS3Se, computed with ωB97M-V with the def2-TZVPD basis set.

## Properties
* ΔE to the lowest compared entry with this formula, charge and spin: 13.8 kcal/mol
* net charge: +1
* spin multiplicity: 5

Structure (XYZ):
```
65
Properties=species:S:1:pos:R:3:forces:R:3:mulliken_charge:R:1
Ir -0.7955 0.9176 0.2895 -0.01 -0.24 0.20 0.663
O -0.1721 0.7235 2.2050 -0.24 -0.26 -0.21 -0.642
N 0.3415 1.8397 2.7459 0.18 0.26 0.07 0.735
C 0.3919 1.8491 4.0892 0.09 0.18 0.21 -0.331
C 0.9024 2.9323 4.7535 -0.01 -0.04 -0.06 -0.853
C 1.3612 4.0222 4.0117 -0.06 -0.10 0.01 -0.241
C 1.3026 3.9814 2.6400 -0.05 -0.14 0.02 -0.836
C 0.7843 2.8606 1.9878 0.04 0.18 0.12 0.597
S 0.7583 2.7244 0.2603 -0.08 -0.34 -0.06 -0.652
H -0.0056 0.9616 4.5568 0.01 0.01 0.00 0.487
H 0.9311 2.9257 5.8325 0.00 0.00 0.00 0.442
H 1.7610 4.8908 4.5098 0.04 0.08 0.05 0.464
H 1.6608 4.7976 2.0328 0.02 0.05 -0.04 0.446
S -2.5165 -0.6017 0.5842 0.00 0.19 0.00 -0.459
C -2.0831 -2.2446 0.3388 0.13 0.01 -0.02 1.220
C -3.1178 -3.1779 0.5318 -0.03 -0.10 -0.02 -0.646
C -2.8762 -4.5255 0.3719 -0.02 0.07 0.01 -0.695
C -1.6016 -4.9596 0.0275 -0.07 -0.05 0.00 -0.767
C -0.5715 -4.0467 -0.1563 0.18 0.09 -0.02 -0.007
C -0.7953 -2.6880 -0.0135 0.07 0.00 0.04 -0.654
As 0.6426 -1.3999 -0.2693 -0.14 0.13 -0.30 0.353
C 2.1571 -2.5421 0.1374 0.00 0.12 0.08 0.053
C 2.5211 -2.6577 1.4759 -0.02 0.09 0.01 -0.447
C 3.6035 -3.4452 1.8322 0.00 0.01 0.04 -0.686
C 4.3259 -4.1089 0.8518 -0.02 -0.01 0.00 -0.496
C 3.9618 -3.9938 -0.4810 0.02 -0.02 -0.03 -0.725
C 2.8760 -3.2112 -0.8443 -0.03 0.04 -0.08 -0.105
C 0.6736 -1.2920 -2.2077 0.11 -0.06 0.12 0.847
C 1.6832 -0.5361 -2.7966 0.04 0.01 0.05 -0.049
C 1.7178 -0.3665 -4.1699 -0.01 0.01 -0.03 -0.683
C 0.7387 -0.9470 -4.9638 0.02 -0.01 0.01 -0.637
C -0.2706 -1.6944 -4.3798 0.00 0.00 -0.09 -0.770
C -0.3048 -1.8678 -3.0044 -0.10 -0.07 0.08 -0.281
H -4.0979 -2.8191 0.8080 -0.10 0.01 0.02 0.481
H -3.6722 -5.2389 0.5185 -0.07 -0.05 0.02 0.399
H -1.4053 -6.0147 -0.0985 0.00 -0.05 0.00 0.432
H 0.4192 -4.4071 -0.4121 -0.06 0.04 0.01 0.431
H 1.9706 -2.1184 2.2408 0.01 -0.02 -0.02 0.404
H 3.8930 -3.5283 2.8711 0.00 -0.01 0.01 0.411
H 5.1762 -4.7149 1.1270 0.07 -0.04 0.02 0.403
H 4.5297 -4.5073 -1.2443 0.01 -0.02 -0.02 0.424
H 2.6063 -3.1149 -1.8899 0.00 0.01 0.04 0.415
H 2.4649 -0.0899 -2.1910 -0.01 0.00 0.01 -0.045
H 2.5079 0.2187 -4.6169 0.06 0.03 -0.04 0.457
H 0.7635 -0.8153 -6.0353 0.00 0.01 -0.08 0.385
H -1.0378 -2.1440 -4.9936 -0.04 -0.03 -0.04 0.386
H -1.1025 -2.4531 -2.5633 0.01 -0.01 0.00 0.376
C -5.2797 4.9108 -0.1233 -0.04 0.11 -0.08 -1.053
N -4.5624 3.9905 0.7302 0.14 -0.10 0.02 -0.158
C -3.2922 3.6196 0.5617 -0.03 0.01 0.11 0.864
N -2.6025 4.0955 -0.4750 -0.08 0.04 -0.06 -0.212
S -2.5831 2.5698 1.6943 0.07 -0.18 0.10 -0.451
H -6.3060 4.9736 0.2249 0.00 0.02 -0.01 0.344
H -5.2961 4.5535 -1.1534 -0.02 0.02 -0.06 0.339
H -4.8414 5.9098 -0.0852 -0.01 0.02 -0.03 0.342
H -5.0287 3.5986 1.5324 0.08 -0.02 -0.05 0.247
H -3.0035 4.7203 -1.1512 -0.05 0.04 -0.06 0.216
H -1.6339 3.8336 -0.5727 -0.01 -0.01 0.05 0.064
Cl 3.9089 1.8833 2.2167 -0.04 -0.02 -0.04 -0.321
Ge 3.4559 1.2825 0.1745 0.20 0.03 0.04 0.963
Cl 4.8540 -0.3477 -0.1926 -0.10 0.05 -0.03 -0.298
Cl 4.1247 2.8495 -1.1551 -0.03 0.01 0.03 -0.298
Se -2.0297 1.6218 -4.3236 -0.03 0.05 -0.06 0.055
C -1.5916 1.3673 -2.6640 0.01 -0.01 0.00 0.293
N -1.2939 1.1951 -1.5387 -0.01 -0.02 0.06 0.059
```
Forces are in eV/Å.